(1)
{"formula": "C30H46F3N3O4PSi", "method": "the ωB97M-V functional and the def2-TZVPD basis", "species": ["P", "Si", "F", "F", "F", "O", "O", "O", "O", "N", "N", "N", "C", "C", "C", "C", "C", "C", "C", "C", "C", "C", "C", "C", "C", "C", "C", "C", "C", "C", "C", "C", "C", "C", "C", "C", "C", "C", "C", "C", "C", "C", "H", "H", "H", "H", "H", "H", "H", "H", "H", "H", "H", "H", "H", "H", "H", "H", "H", "H", "H", "H", "H", "H", "H", "H", "H", "H", "H", "H", "H", "H", "H", "H", "H", "H", "H", "H", "H", "H", "H", "H", "H", "H", "H", "H", "H", "H"], "positions_angstrom": [[0.2308, -1.0851, -1.4526], [-1.6448, -2.3782, 1.8490], [-5.3577, 0.9009, 0.1089], [-2.6109, -1.7215, -2.3815], [-4.4912, -0.5029, -2.1565], [0.0576, 4.1935, -0.2138], [0.2443, 4.6301, -3.4116], [0.6454, -1.0775, -2.9612], [6.4712, -3.9142, 1.1854], [-0.0400, 1.7118, -0.7673], [7.6580, -4.4969, -0.6225], [0.7823, 4.4553, 2.2786], [2.3452, -4.0360, 0.5345], [-2.8698, 4.5573, 0.0175], [1.4449, 1.8158, -0.7464], [-5.3959, 2.3794, -1.9913], [-2.3949, 0.4692, -1.0784], [-1.7385, -0.5310, 2.3527], [-2.4792, 5.8459, 2.3637], [-3.1438, 4.5567, 1.6171], [-0.8065, 0.4957, -1.0711], [2.7683, -2.2676, 2.5307], [-2.7517, -2.8288, 0.3118], [6.8073, -4.7919, 0.3960], [2.0426, 2.6196, -2.0430], [-4.6945, 2.0274, -0.5538], [-3.1090, 1.8299, -0.6822], [1.2804, 2.2724, -3.4170], [6.3073, -6.2060, 0.5124], [-3.7387, -1.6468, -0.1421], [-0.7148, 2.9831, -0.4566], [-2.3203, -3.3801, 3.3769], [-2.2561, 3.1314, -0.3699], [-3.2626, -0.8261, -1.4394], [8.1686, -5.3822, -1.6471], [0.7933, -3.8333, 0.5856], [0.2625, 4.3758, 1.1804], [0.2017, -2.8141, 1.6100], [3.3395, -3.2895, 1.4896], [-2.7806, 3.1844, 2.3702], [1.2264, -2.0716, 2.5734], [0.8667, 3.6045, -4.2662], [1.4117, -1.1663, -0.6410], [7.1455, -6.8894, 0.6633], [5.7491, -6.4819, -0.3849], [2.0495, 1.7210, -4.0891], [-2.1605, -2.7952, 4.3554], [-3.4442, 2.2909, 2.0622], [-5.5035, 3.5202, -2.0852], [-4.7441, -2.1461, -0.4383], [-3.9700, -1.0033, 0.7726], [-3.0048, 3.3632, 3.4962], [0.1018, 3.3674, -5.0880], [1.7733, 4.1030, -4.7643], [0.8166, -1.3340, 3.3659], [3.4861, -1.7026, 3.2395], [3.1641, 2.3696, -2.1954], [-3.8745, 4.6603, -0.5503], [-4.6210, 2.0670, -2.7893], [0.0422, -4.3881, -0.0854], [-0.5117, -2.2875, -1.2473], [-1.8212, 6.4023, 1.5984], [4.4782, -3.4311, 1.4705], [7.8735, -4.9849, -2.6209], [-2.1152, -3.2893, -0.5189], [-1.6808, 2.8741, 2.3173], [-3.2499, 6.5288, 2.8602], [-1.7493, 5.4281, 3.1546], [-3.4383, -3.6611, 3.2284], [-2.3423, 0.1433, 1.6521], [-0.6819, -0.0518, 2.4228], [-4.9800, 2.9306, 0.1176], [7.9498, -3.5292, -0.6347], [5.6394, -6.2844, 1.3719], [1.8070, 2.4387, 0.1655], [2.0287, 3.7552, -1.8034], [2.0252, 0.8403, -0.6848], [-2.1900, 5.4212, -0.3210], [0.9960, 5.2374, -3.1927], [7.7930, -6.3978, -1.5416], [-3.4317, -3.6902, 0.6955], [-2.2267, -0.4389, 3.3996], [0.3893, 1.5640, -3.3147], [-4.2913, 4.6956, 1.7397], [-6.3685, 1.8028, -2.1573], [2.8300, -4.7569, -0.2296], [9.2589, -5.3893, -1.5809], [-1.7499, -4.3846, 3.4370]], "mulliken_charge": [0.80, 0.00, -0.36, -0.34, -0.32, -0.28, -0.47, -0.75, -0.73, 1.03, -0.17, -0.49, -0.41, -1.71, -1.02, -1.12, 0.40, 0.06, -1.17, 0.61, 0.02, -0.76, -0.51, 0.81, -0.56, -0.04, 0.38, 0.02, -1.34, -0.96, -0.14, -1.20, 0.32, 0.91, -0.81, -0.22, 0.39, 0.49, -0.15, -1.22, -0.23, -0.77, 0.01, 0.44, 0.37, 0.45, 0.31, 0.16, 0.32, 0.58, 0.21, 0.48, 0.30, 0.32, 0.28, 0.34, 0.48, 0.17, 0.31, 0.29, -0.06, 0.24, 0.36, 0.28, 0.34, 0.19, 0.28, 0.33, 0.30, -0.77, 0.20, 0.21, 0.24, 0.27, 0.35, 0.25, 0.42, 0.46, 0.32, 0.32, 0.44, 0.42, -0.04, 0.56, 0.37, 0.29, 0.29, 0.32], "homo_lumo_gap_ev": 5.98, "e_lumo_ev": -4.96, "spin_multiplicity": 1, "e_tot_ev": -69816.2222, "total_charge": 1, "fmax_ha_per_bohr": 0.1304}


(2)
{"formula": "C30H46O3P2Ru", "method": "the ωB97M-V functional and the def2-TZVPD basis", "species": ["Ru", "P", "P", "O", "O", "O", "C", "C", "C", "C", "C", "C", "C", "C", "C", "C", "C", "C", "C", "C", "C", "C", "C", "C", "C", "C", "C", "C", "C", "C", "C", "C", "C", "C", "C", "C", "H", "H", "H", "H", "H", "H", "H", "H", "H", "H", "H", "H", "H", "H", "H", "H", "H", "H", "H", "H", "H", "H", "H", "H", "H", "H", "H", "H", "H", "H", "H", "H", "H", "H", "H", "H", "H", "H", "H", "H", "H", "H", "H", "H", "H", "H"], "positions_angstrom": [[-0.3990, -0.7403, 0.5611], [1.3574, -0.7619, -4.4013], [-0.8480, 1.4235, -4.3398], [2.1890, 1.0630, 1.8628], [0.2726, 3.9940, 4.0758], [0.8639, 2.8770, 1.8865], [-1.5361, -2.0966, 1.6239], [1.0147, -0.7518, -1.0446], [-2.4292, -0.3531, -1.6039], [1.2280, 0.6866, -1.3740], [0.3115, -1.6935, 3.0172], [-0.0183, 1.6062, -1.2129], [-1.0119, 3.1755, -4.8107], [2.0779, 2.3343, 6.7402], [-0.7835, -0.1738, 4.7738], [-2.0781, 0.3282, -0.3120], [-0.9840, 1.2186, -0.1343], [1.8944, 2.2236, 3.9425], [-0.1006, -2.4056, 1.8310], [0.6009, -3.5730, 1.2486], [-1.2174, -1.0229, -2.2998], [-1.8977, -1.1477, 2.6644], [0.8065, 0.9295, -4.9988], [1.6766, 2.0018, 2.4765], [-0.1429, -1.5284, -1.3734], [1.2958, 3.2657, 6.0889], [-0.7806, -0.9506, 3.5102], [2.7729, 1.3870, 4.6224], [-2.0125, 0.5809, -5.4743], [3.0682, -0.6857, -5.0802], [1.1030, 3.2282, 4.6634], [1.6439, -1.8227, 3.6338], [2.8214, 1.3885, 6.0197], [0.6457, -1.8124, -5.7518], [-3.2469, -0.5878, 2.8800], [-2.4792, -2.9631, 0.8645], [0.7288, -1.3238, -6.7338], [-2.7700, -3.8455, 1.4544], [3.0663, -0.4437, -6.1509], [1.2107, -2.7565, -5.7673], [0.6383, -4.4147, 1.9532], [-3.3863, -2.4092, 0.6000], [1.6419, 0.7945, -2.3908], [1.9985, 1.0781, -0.6912], [-1.1158, 1.9706, 0.6534], [2.3723, -1.1514, 3.1551], [0.1012, -3.9092, 0.3389], [-3.1574, -1.1450, -1.3876], [-1.7222, 0.3791, 4.8975], [-2.9131, 0.4842, 0.3766], [1.6310, -3.2987, 0.9973], [3.6441, 0.0667, -4.5309], [0.4984, 3.4932, 2.6353], [0.7795, 0.9710, -6.1027], [-3.0338, 0.8018, -5.1241], [-0.1403, 3.7365, -4.4509], [-1.8804, 0.9778, -6.4894], [2.1275, 2.3472, 7.8286], [0.7548, 4.0428, 6.6275], [-2.9372, 0.3470, -2.2874], [-2.0185, -3.3088, -0.0660], [1.5355, 1.6764, -4.6326], [-1.5695, -1.8498, -2.9354], [0.0486, 0.5463, 4.8081], [-0.6738, -0.8379, 5.6447], [-3.7752, -1.0961, 3.7013], [-3.1857, 0.4775, 3.1460], [3.5391, -1.6646, -4.9204], [-0.5736, 1.6709, -2.1743], [1.9266, -1.3391, -0.9032], [-3.8628, -0.6829, 1.9789], [0.3465, 2.6219, -0.9946], [-1.8845, -0.5101, -5.4752], [-1.1047, 3.2788, -5.8999], [1.6124, -1.5648, 4.6966], [-0.4010, -2.0617, -5.5419], [0.0122, -2.6100, -1.4185], [-1.9130, 3.5729, -4.3230], [2.0216, -2.8504, 3.5420], [3.4007, 0.7230, 4.0329], [-0.7450, -0.2859, -2.9848], [3.4489, 0.6605, 6.5328]], "mulliken_charge": [-0.38, 0.72, 1.14, -0.62, -0.72, -0.50, 1.19, -1.16, -1.56, -0.75, 0.86, 0.22, -1.13, -0.52, -1.43, 0.23, -1.14, -0.12, 0.37, -1.70, 0.80, 0.63, -1.45, 0.30, 0.25, -0.40, 0.75, -0.26, -1.25, -1.24, 1.06, -1.72, -0.59, -1.32, -2.07, -1.68, 0.39, 0.37, 0.40, 0.44, 0.43, 0.29, 0.41, 0.75, 0.57, 0.11, 0.35, 0.42, 0.44, 0.97, 0.40, 0.37, 0.43, 0.72, 0.43, 0.41, 0.48, 0.42, 0.46, 0.62, 0.39, 0.62, 0.74, 0.10, 0.37, 0.39, 0.50, 0.43, -1.19, 0.73, 0.40, 0.72, 0.28, 0.44, 0.43, 0.29, 0.86, 0.39, 0.48, 0.64, -2.40, 0.47], "homo_lumo_gap_ev": [7.23, 4.87], "e_lumo_ev": [-5.45, -8.75], "spin_multiplicity": 5, "s2": 6.072, "e_tot_ev": -59140.1480, "total_charge": 2, "fmax_ha_per_bohr": 0.0641}


(3)
{"formula": "C30H47BCaN9O3PS", "method": "the ωB97M-V functional and the def2-TZVPD basis", "species": ["Ca", "S", "P", "O", "O", "O", "N", "N", "N", "N", "N", "N", "N", "N", "N", "C", "C", "C", "C", "C", "C", "C", "C", "C", "C", "C", "C", "C", "C", "C", "C", "C", "C", "C", "C", "C", "C", "C", "C", "C", "C", "C", "C", "C", "C", "B", "H", "H", "H", "H", "H", "H", "H", "H", "H", "H", "H", "H", "H", "H", "H", "H", "H", "H", "H", "H", "H", "H", "H", "H", "H", "H", "H", "H", "H", "H", "H", "H", "H", "H", "H", "H", "H", "H", "H", "H", "H", "H", "H", "H", "H", "H", "H"], "positions_angstrom": [[-1.0977, -0.6741, -0.7840], [-1.8944, 0.6268, -3.0555], [-2.0866, -3.5017, -1.0776], [2.1129, 0.5994, -2.4177], [-1.5416, -0.6051, 1.3797], [2.4986, -0.1315, -0.2905], [-3.9342, -5.5118, -1.5700], [-2.5890, 2.8253, 1.2743], [0.3655, 1.6186, 1.2318], [-1.6013, -6.2279, -1.3233], [-4.2235, -0.0525, -4.1075], [-3.5261, -0.1697, -0.6598], [-0.9429, 2.8018, -0.9173], [-2.8861, -5.5305, 0.6487], [-4.2346, -0.2264, -1.8524], [-0.5420, 3.5848, 2.4631], [-3.5610, 0.0929, -2.9193], [-1.4313, 4.8086, 0.4363], [5.8636, 1.3101, -0.8397], [-2.4584, -4.1291, 0.6312], [-4.5808, 0.2893, 4.0456], [-3.2576, 0.1604, 4.4720], [-2.5117, -0.3374, 2.1950], [4.3795, 1.5640, -2.7730], [0.8865, 3.8487, 0.3940], [-4.2861, -0.2501, 0.3705], [7.2482, 1.5459, -0.2288], [-2.2534, -0.1490, 3.5767], [-3.6468, -4.1092, -1.8782], [-4.1085, -5.7190, -0.1313], [-0.3796, 4.1047, -0.4214], [-4.8604, 0.1100, 2.7047], [-1.8493, -6.4092, 0.1076], [4.8481, 0.6548, -0.1376], [0.6170, 3.0004, 1.6490], [8.3097, 0.8253, -1.0726], [3.3970, 0.9126, -2.0574], [-2.8657, -6.3927, -2.0381], [-3.8627, -0.1765, 1.7628], [7.3446, 1.0213, 1.2040], [-1.7978, 3.9975, 1.6876], [3.6341, 0.4715, -0.7696], [5.6066, 1.7519, -2.1419], [-1.0040, -4.9192, -1.5990], [7.5547, 3.0504, -0.2060], [1.4929, -0.0747, -1.3249], [-0.8228, 2.8828, 3.2557], [-5.3604, -0.3241, 0.1940], [-3.5500, 3.0836, 1.0794], [4.9893, 0.2843, 0.8689], [-0.9201, -6.2447, 0.6552], [8.3181, 1.1891, -2.1014], [-4.4748, -3.4784, -1.5474], [-5.2235, -0.1583, -4.0566], [-3.2376, -3.5024, 1.0713], [7.5521, 3.4761, -1.2106], [-0.2476, 2.0562, -0.7863], [-5.8832, 0.2078, 2.3524], [1.2910, 4.8223, 0.6846], [8.5401, 3.2299, 0.2337], [-3.8320, 0.4081, -4.9076], [6.3914, 2.2562, -2.6937], [-3.1964, -7.4246, -1.9034], [-5.3711, 0.5197, 4.7478], [8.1165, -0.2493, -1.0986], [-1.5705, -4.0079, 1.2549], [-2.3340, 5.0052, -0.1501], [6.8106, 3.5860, 0.3883], [-2.3791, 4.6440, 2.3525], [-0.1422, 4.7057, -1.2976], [-1.2291, -0.2778, 3.9094], [6.6245, 1.5132, 1.8626], [-0.1680, 4.4813, 2.9647], [-4.4518, -6.7441, 0.0214], [-1.2871, 2.7636, -1.8753], [-0.0458, -4.8416, -1.0817], [-1.7137, 2.5337, -0.2530], [7.1757, -0.0570, 1.2513], [1.2259, 1.1124, 1.0444], [9.3051, 0.9863, -0.6488], [1.5073, 3.0635, 2.2841], [4.2044, 1.9073, -3.7843], [1.6440, 3.3578, -0.2252], [-1.0277, 5.7788, 0.7331], [-0.7972, -4.8352, -2.6676], [8.3446, 1.2189, 1.5964], [-2.6209, 2.1081, 1.9932], [-2.1668, -7.4420, 0.2645], [-2.6997, -6.2177, -3.1025], [-0.1779, 1.0691, 1.8893], [-4.8759, -5.0367, 0.2375], [-3.5649, -3.9809, -2.9593], [-3.0134, 0.2919, 5.5205]], "mulliken_charge": [1.14, -0.58, 1.03, -0.51, -0.62, -0.68, 0.12, -0.47, -0.23, 0.11, -0.48, 0.97, 0.44, 0.13, -1.16, -1.49, 0.50, -1.25, 0.42, -0.95, -0.76, -0.65, 0.34, -1.81, -1.25, -1.35, 2.06, -0.26, -1.09, -0.94, 0.14, -0.67, -0.94, -0.85, 0.14, -1.61, 1.00, -0.91, 0.90, -2.07, 0.05, 0.69, -0.44, -1.23, -1.61, 0.15, 0.43, 0.24, 0.30, 0.53, 0.39, 0.33, 0.40, 0.25, 0.45, 0.32, -0.51, 0.39, 0.53, 0.44, 0.23, 0.37, 0.30, 0.41, 0.38, 0.46, 0.43, 0.37, 0.34, 0.37, 0.45, 0.40, 0.51, 0.28, 0.38, 0.41, 0.52, 0.39, 0.22, 0.44, 0.41, 0.43, 0.37, 0.52, 0.42, 0.43, -0.15, 0.30, 0.40, -0.04, 0.40, 0.46, 0.41], "homo_lumo_gap_ev": 7.26, "e_lumo_ev": 0.27, "spin_multiplicity": 1, "e_tot_ev": -90669.6678, "fmax_ha_per_bohr": 0.0064}